Here is a 9-piece molecular cluster, C33H69BClO14P2S2 overall at a distorted geometry from OMol25. Energies are from wB97M-V/def2-TZVPD.

Computed properties:
E_tot (a.u.): -4316.20770
Gap between HOMO and LUMO (eV): 5.96
Multiplicity: 1
E_HOMO (eV): -4.3
Charge: -1

Each line ends with the Löwdin charge.
Element x y z (Å)
C  4.3018  -1.7028  -2.8858  -0.112
C  3.0893  -1.0247  -3.7694  -0.277
O  1.7403  -1.5071  -3.4380  -0.071
B  1.3471  -1.1847  -2.0532  -1.197
P  1.8087  0.5025  -1.2755  0.735
O  0.3436  1.2742  -0.6461  -0.450
Cl  3.1653  0.1604  0.3688  0.145
O  1.5502  -2.4353  -1.2890  -0.082
C  0.3649  -3.3047  -1.3646  -0.618
S  0.2824  -4.6214  -0.0327  0.707
C  0.1065  -4.1997  -2.7377  -0.215
C  1.5066  -4.9016  -3.3081  -0.105
C  -0.8053  -2.1189  -1.2834  -0.503
O  -2.0264  -2.7931  -1.7943  -0.180
C  -3.2185  -1.9426  -1.6130  -0.166
C  -4.2773  -2.1704  -2.8860  -0.292
C  -5.7981  -1.5816  -2.5236  -0.075
O  -3.8330  -1.4422  -4.1008  -0.122
P  -1.2536  -1.7606  0.5454  0.408
S  0.2946  -1.4499  1.7039  0.102
O  -0.1547  -1.0831  -2.1003  -0.038
H  5.3167  -1.3040  -3.3721  0.076
H  4.3463  -2.8841  -3.0326  0.085
H  4.3367  -1.3700  -1.7639  0.047
H  3.1815  0.1653  -3.7948  0.103
H  3.2895  -1.3581  -4.8980  0.120
H  -0.0090  1.8005  -1.4462  0.053
H  -0.2162  -5.8277  -0.5495  -0.122
H  -0.7560  -5.0030  -2.5879  0.104
H  -0.2165  -3.4354  -3.5911  0.128
H  1.6129  -5.9951  -2.8734  0.042
H  2.4240  -4.2126  -3.0602  0.073
H  1.3491  -4.9664  -4.4895  0.086
H  -3.8481  -2.1959  -0.6475  0.113
H  -2.9026  -0.8039  -1.6390  0.150
H  -4.3877  -3.3266  -3.0333  0.144
H  -5.7421  -0.9114  -1.5405  0.082
H  -6.1784  -0.8556  -3.3763  0.071
H  -6.5610  -2.4500  -2.3396  0.066
H  -4.6093  -1.5298  -4.7398  0.100
H  -2.2213  -0.7068  0.7274  -0.014
H  -1.8970  -2.9843  1.0432  -0.023
C  4.2044  2.9982  1.8525  -0.064
C  5.1784  3.7733  2.6989  -0.490
O  5.0564  4.9861  2.8643  0.026
C  6.3072  3.0075  3.3353  -0.033
H  3.4436  3.6802  1.4580  0.086
H  4.7286  2.5354  1.0125  0.060
H  3.7097  2.2357  2.4593  0.070
H  6.9251  2.5450  2.5616  0.089
H  5.9062  2.2454  4.0082  0.075
H  6.9302  3.6955  3.9167  0.072
C  4.1031  -9.6209  -3.2175  -0.030
C  2.8213  -8.8760  -2.9565  -0.475
O  2.7859  -7.6465  -2.9568  0.045
C  1.5847  -9.6934  -2.6951  -0.024
H  4.9117  -8.9026  -3.3895  0.085
H  4.3592  -10.2348  -2.3503  0.083
H  3.9950  -10.2457  -4.1076  0.082
H  1.7285  -10.3106  -1.8047  0.084
H  1.3643  -10.3214  -3.5620  0.083
H  0.7359  -9.0228  -2.5235  0.086
C  -7.4165  -2.6287  1.9675  -0.028
C  -6.6176  -3.3621  0.9236  -0.483
O  -6.9323  -3.3240  -0.2649  0.031
C  -5.4187  -4.1438  1.3898  -0.026
H  -8.2517  -2.1088  1.4862  0.083
H  -7.8189  -3.3391  2.6942  0.082
H  -6.7854  -1.8895  2.4669  0.086
H  -5.7318  -4.9215  2.0909  0.084
H  -4.6984  -3.4720  1.8635  0.082
H  -4.9389  -4.6208  0.5285  0.088
C  -2.7891  0.5069  -6.6334  -0.016
C  -3.7525  0.4885  -7.7900  -0.492
O  -4.5584  -0.4293  -7.9351  0.041
C  -3.6918  1.6363  -8.7619  -0.036
H  -2.9473  -0.3831  -6.0152  0.064
H  -1.7616  0.4961  -7.0057  0.091
H  -2.9623  1.3945  -6.0197  0.092
H  -2.7046  1.6759  -9.2290  0.083
H  -3.9053  2.5742  -8.2430  0.082
H  -4.4441  1.4896  -9.5443  0.079
C  -6.9157  3.3865  -2.4917  -0.030
C  -7.2077  1.9391  -2.7841  -0.467
O  -6.5159  1.0396  -2.3095  0.024
C  -8.3787  1.6346  -3.6796  -0.026
H  -6.0435  3.4549  -1.8329  0.052
H  -6.6937  3.9159  -3.4218  0.089
H  -7.7711  3.8438  -1.9883  0.086
H  -8.2221  2.0859  -4.6625  0.084
H  -9.2994  2.0137  -3.2290  0.082
H  -8.4694  0.5500  -3.8023  0.081
C  6.1387  3.7155  7.9247  -0.023
C  7.1316  3.0689  6.9962  -0.478
O  6.7917  2.1812  6.2156  0.037
C  8.5563  3.5506  7.0595  -0.024
H  5.1513  3.2682  7.7685  0.088
H  6.4378  3.5490  8.9627  0.055
H  6.0752  4.7859  7.7138  0.087
H  8.9632  3.3769  8.0588  0.084
H  8.6006  4.6137  6.8099  0.083
H  9.1599  2.9949  6.3338  0.084
C  5.8794  5.8468  12.3181  -0.025
C  6.8305  5.6235  11.1729  -0.480
O  7.0917  4.4906  10.7714  0.031
C  7.4497  6.8398  10.5379  -0.022
H  5.5104  4.8802  12.6771  0.086
H  6.3975  6.3499  13.1385  0.085
H  5.0277  6.4438  11.9827  0.087
H  8.0376  7.3872  11.2789  0.086
H  6.6679  7.4810  10.1231  0.088
H  8.1138  6.5266  9.7252  0.083
C  -2.4149  4.5818  -0.3852  -0.015
C  -3.6418  5.3585  -0.7819  -0.472
O  -4.5314  4.8451  -1.4586  0.035
C  -3.7383  6.7874  -0.3186  -0.028
H  -2.4819  3.5661  -0.7894  0.087
H  -1.5225  5.0627  -0.7939  0.090
H  -2.3496  4.5211  0.7040  0.091
H  -2.9050  7.3666  -0.7241  0.085
H  -3.7320  6.8250  0.7737  0.085
H  -4.6763  7.2232  -0.6788  0.081

***

Here is a 9-piece molecular cluster, C33H69FN10O12S overall from OMol25. Energies are from wB97M-V/def2-TZVPD.

Computed properties:
E_tot (a.u.): -3247.22211
Gap between HOMO and LUMO (eV): 9.04
Multiplicity: 1
E_HOMO (eV): -9.0

Each line ends with the Löwdin charge.
Element x y z (Å)
C  0.7057  -0.4213  4.4676  -0.064
C  -0.4707  -0.0343  5.3555  -0.258
O  -1.2938  0.9924  4.8334  -0.130
C  -1.9980  0.6081  3.6723  -0.196
C  -3.3596  1.2842  3.6335  -0.127
O  -4.4240  0.3960  4.0007  -0.155
C  -4.8407  -0.4859  2.9964  -0.152
C  -4.7398  -1.9765  3.4736  -0.208
C  -4.1969  -2.0354  4.8257  -0.199
N  -3.8422  -2.1420  5.9104  0.233
C  -4.0417  -2.9281  2.4596  -0.268
C  -2.9282  -2.3625  1.7088  -0.204
N  -2.0462  -1.8827  1.1544  0.235
S  -3.4496  -4.4250  3.2777  0.631
O  -4.5499  -4.9923  3.9685  -0.227
O  -2.1947  -4.2036  3.8924  -0.210
F  -3.1942  -5.2616  1.9948  -0.117
H  1.0133  -1.4287  4.7432  0.043
H  1.5533  0.2379  4.6419  0.075
H  0.4472  -0.4210  3.4111  0.064
H  -0.0969  0.3350  6.3079  0.120
H  -1.0685  -0.9248  5.5761  0.106
H  -2.1494  -0.4754  3.6963  0.103
H  -1.4290  0.8384  2.7666  0.120
H  -3.3651  2.0935  4.3599  0.112
H  -3.5608  1.7247  2.6595  0.121
H  -5.8989  -0.2874  2.8128  0.135
H  -4.3158  -0.3209  2.0566  0.125
H  -5.7547  -2.3615  3.5648  0.153
H  -4.8029  -3.2888  1.7676  0.150
C  -2.5619  2.8818  -0.5472  -0.362
O  -3.6377  2.3315  -0.3706  -0.013
N  -1.4756  2.2715  -1.0406  -0.188
C  -0.2106  2.9515  -1.2452  -0.059
C  -1.5789  0.8623  -1.3755  -0.036
H  -2.3996  3.9476  -0.3175  0.132
H  0.0754  2.9117  -2.2954  0.076
H  0.5746  2.4729  -0.6617  0.086
H  -0.2974  3.9926  -0.9379  0.082
H  -2.3556  0.7110  -2.1270  0.094
H  -1.8467  0.2909  -0.4858  0.062
H  -0.6223  0.5091  -1.7532  0.070
C  2.6510  0.9255  -3.5884  -0.348
O  2.0805  1.2131  -2.5487  -0.006
N  2.1560  0.1378  -4.5529  -0.186
C  2.9232  -0.1650  -5.7494  -0.044
C  0.8247  -0.4212  -4.3956  -0.036
H  3.6563  1.3090  -3.8340  0.127
H  2.4097  0.1909  -6.6422  0.068
H  3.0745  -1.2434  -5.8346  0.092
H  3.8963  0.3197  -5.6867  0.083
H  0.0862  0.3756  -4.3003  0.088
H  0.7753  -1.0389  -3.4977  0.092
H  0.5883  -1.0260  -5.2667  0.089
C  3.0010  -3.6009  5.9933  -0.347
O  2.0579  -2.8773  6.2434  0.009
N  2.9142  -4.7154  5.2423  -0.198
C  4.0613  -5.5535  4.9646  -0.063
C  1.6139  -5.0751  4.6975  -0.038
H  4.0212  -3.4002  6.3630  0.134
H  4.2453  -5.6095  3.8897  0.088
H  3.9001  -6.5643  5.3453  0.088
H  4.9432  -5.1373  5.4467  0.081
H  1.2366  -4.2792  4.0550  0.090
H  0.8924  -5.2247  5.5008  0.094
H  1.7109  -5.9914  4.1204  0.085
C  -7.4186  -4.1746  8.4014  -0.361
O  -8.5012  -4.2332  8.9546  0.004
N  -6.7860  -5.2259  7.8507  -0.198
C  -5.4965  -5.0955  7.1943  -0.054
C  -7.4236  -6.5282  7.9190  -0.046
H  -6.8546  -3.2315  8.3008  0.133
H  -5.5691  -5.4049  6.1528  0.066
H  -4.7565  -5.7205  7.6987  0.093
H  -5.1626  -4.0613  7.2287  0.058
H  -8.3953  -6.5037  7.4246  0.090
H  -7.5838  -6.8203  8.9573  0.091
H  -6.7873  -7.2618  7.4306  0.084
C  5.2054  3.9446  -5.1144  -0.358
O  5.9521  3.1789  -5.6988  -0.022
N  5.5750  4.7656  -4.1192  -0.183
C  4.6345  5.6507  -3.4594  -0.048
C  6.9646  4.7539  -3.6908  -0.030
H  4.1331  4.0238  -5.3658  0.144
H  4.9431  6.6912  -3.5752  0.091
H  4.5731  5.4178  -2.3952  0.093
H  3.6469  5.5283  -3.8985  0.085
H  7.6198  5.0220  -4.5198  0.091
H  7.2467  3.7592  -3.3463  0.095
H  7.0942  5.4672  -2.8816  0.088
C  -5.1166  4.4960  6.0967  -0.351
O  -4.2432  4.2411  5.2908  0.015
N  -6.1965  3.7262  6.3242  -0.195
C  -7.2080  4.0884  7.2947  -0.062
C  -6.3451  2.4915  5.5675  -0.035
H  -5.0960  5.4061  6.7211  0.132
H  -7.2888  3.3225  8.0687  0.090
H  -8.1807  4.2015  6.8114  0.088
H  -6.9421  5.0322  7.7662  0.080
H  -5.5021  1.8276  5.7481  0.083
H  -6.3794  2.7079  4.4990  0.096
H  -7.2662  1.9986  5.8694  0.087
C  3.1443  0.1051  -9.4376  -0.351
O  2.0263  0.0853  -8.9518  -0.009
N  3.8040  -0.9757  -9.8819  -0.191
C  5.1663  -0.8873  -10.3771  -0.041
C  3.1266  -2.2606  -9.8631  -0.039
H  3.7218  1.0386  -9.5514  0.129
H  5.2115  -1.1913  -11.4241  0.094
H  5.8220  -1.5340  -9.7916  0.093
H  5.5285  0.1342  -10.2975  0.056
H  2.2236  -2.2234  -10.4727  0.093
H  2.8346  -2.5229  -8.8456  0.087
H  3.7965  -3.0215  -10.2540  0.086
C  6.3672  2.7892  -10.0881  -0.376
O  7.1409  2.0191  -10.6287  -0.004
N  6.5808  3.3833  -8.9035  -0.171
C  5.6104  4.2725  -8.2985  -0.057
C  7.8250  3.1083  -8.2016  -0.038
H  5.3919  3.0522  -10.5354  0.131
H  6.0409  5.2652  -8.1516  0.096
H  5.2916  3.8785  -7.3320  0.037
H  4.7408  4.3623  -8.9468  0.086
H  8.6772  3.4116  -8.8103  0.092
H  7.9156  2.0426  -7.9958  0.095
H  7.8316  3.6541  -7.2625  0.070

***

- E_HOMO of number 2 (C33H69FN10O12S)?
  -9.0 eV

***

- The highest E_tot belongs to which entry?
  C33H69FN10O12S

***

- E_tot of number 1 (C33H69BClO14P2S2)?
  -4316.20770 a.u.

***

- Among the records above, which one has the lowest E_tot?
  C33H69BClO14P2S2